Computed, not measured: 7 unconnected molecules or ions with the total composition C39H98N6O13 at a distorted geometry, with ωB97M-V/def2-TZVPD.

Last column: Löwdin charge in e.
Atoms and positions in Å:
C -2.849351 -8.240798 -2.102553  -0.118
O -2.679579 -6.844050 -1.968476  -0.190
C -3.921369 -6.154101 -2.054891  -0.236
C -3.757352 -4.741526 -2.554156  -0.198
N -3.229837 -4.723500 -3.944536  -0.058
C -2.591641 -3.462356 -4.256554  -0.216
C -2.310854 -3.411184 -5.785305  -0.245
O -1.561855 -4.529486 -6.149445  -0.182
C -1.583962 -4.773905 -7.543009  -0.101
H -1.815898 -8.596433 -2.150260  0.089
H -3.297510 -8.501141 -3.068085  0.087
H -3.382602 -8.708452 -1.271333  0.088
H -4.340531 -5.985143 -1.055591  0.122
H -4.601773 -6.709574 -2.702996  0.120
H -2.955656 -4.272815 -1.969393  0.116
H -4.670169 -4.159145 -2.461009  0.118
H -2.613749 -5.506453 -4.106114  0.102
H -1.607977 -3.331995 -3.783088  0.113
H -3.220105 -2.618161 -3.977119  0.114
H -1.755305 -2.489025 -5.994676  0.110
H -3.334661 -3.339806 -6.171782  0.122
H -1.157518 -3.959532 -8.134375  0.081
H -2.597578 -5.027575 -7.859053  0.090
H -0.947481 -5.643216 -7.708929  0.086
C 1.645226 1.293371 -7.819618  -0.113
O 0.527657 0.494594 -8.120726  -0.227
C -0.254510 0.984985 -9.192571  -0.218
C -1.207484 -0.094160 -9.648682  -0.212
N -1.985743 0.275896 -10.822018  -0.056
C -1.202716 0.341299 -12.062607  -0.195
C -1.140901 -1.040253 -12.752233  -0.221
O -2.426726 -1.585614 -12.997824  -0.205
C -3.125205 -0.904435 -14.044282  -0.090
H 2.138802 0.884305 -6.939712  0.083
H 1.286350 2.308971 -7.605911  0.093
H 2.371575 1.334331 -8.638555  0.089
H 0.413697 1.333995 -9.986344  0.112
H -0.856144 1.809954 -8.789663  0.133
H -1.920361 -0.276594 -8.840494  0.122
H -0.701207 -1.058636 -9.800589  0.116
H -2.712473 -0.401621 -11.022102  0.100
H -0.211653 0.740098 -11.863302  0.106
H -1.714672 0.968997 -12.796252  0.098
H -0.654053 -1.737765 -12.069894  0.116
H -0.581796 -0.979790 -13.690436  0.118
H -2.520049 -0.842851 -14.949414  0.090
H -3.349409 0.117329 -13.722933  0.077
H -4.067012 -1.437753 -14.122548  0.091
C -0.464563 1.541731 1.347810  -0.116
O 0.635694 2.241788 0.851859  -0.178
C 1.791600 1.461326 0.540007  -0.193
C 1.825822 0.920839 -0.897876  -0.207
N 1.023724 -0.279519 -1.056557  -0.043
C 1.117393 -0.967335 -2.333341  -0.189
C 0.881049 -0.133587 -3.579353  -0.183
O -0.525772 0.015127 -3.843952  -0.235
C -0.751462 0.393521 -5.204886  -0.079
H -0.276372 1.022909 2.299888  0.069
H -0.974625 0.860300 0.669204  0.071
H -1.130939 2.329427 1.710405  0.078
H 1.747455 0.663852 1.288993  0.118
H 2.700968 2.030021 0.725493  0.117
H 2.901159 0.708877 -0.979933  0.119
H 1.660920 1.726827 -1.620690  0.110
H 0.096797 -0.108648 -0.700619  0.072
H 0.368914 -1.756759 -2.232697  0.116
H 2.093320 -1.456868 -2.393051  0.115
H 1.311882 -0.606879 -4.468710  0.118
H 1.361717 0.847786 -3.515514  0.115
H -0.500675 1.466431 -5.200365  0.098
H -1.794439 0.258108 -5.467158  0.089
H -0.013535 0.023796 -5.914868  0.060
C 9.361898 -3.531224 3.008512  -0.135
O 8.020168 -3.291552 3.345621  -0.194
C 7.085975 -3.997047 2.518010  -0.221
C 5.710624 -3.472046 2.797305  -0.235
N 4.703858 -4.270453 2.167166  -0.065
C 3.309779 -4.028032 2.587545  -0.203
C 2.349407 -4.516877 1.514182  -0.250
O 2.746747 -4.014164 0.271066  -0.195
C 1.937329 -4.433333 -0.810609  -0.095
H 9.532301 -4.356065 2.307407  0.081
H 9.894974 -3.798778 3.920847  0.083
H 9.853401 -2.681622 2.527207  0.082
H 7.096738 -5.054625 2.802372  0.126
H 7.445172 -3.858482 1.493815  0.123
H 5.661396 -2.387729 2.607245  0.126
H 5.528523 -3.578785 3.872945  0.128
H 4.607323 -4.259953 1.160444  0.099
H 3.146265 -2.963212 2.797127  0.114
H 3.054082 -4.549829 3.514557  0.115
H 1.352350 -4.149351 1.798021  0.124
H 2.252134 -5.605911 1.618288  0.125
H 0.913237 -4.057123 -0.793358  0.087
H 1.997134 -5.517746 -0.938091  0.091
H 2.440183 -4.015521 -1.685085  0.082
C -4.535429 6.667029 11.500205  -0.133
O -3.656471 5.937450 10.688939  -0.201
C -2.386041 6.543457 10.438258  -0.220
C -1.704541 5.825818 9.293638  -0.212
N -2.465279 6.092316 8.082869  -0.069
C -1.863608 5.491428 6.907344  -0.216
C -2.858292 5.454687 5.767264  -0.221
O -2.244835 4.818765 4.670368  -0.190
C -2.986960 4.580825 3.524498  -0.125
H -4.226163 6.947103 12.513949  0.084
H -5.406736 6.018813 11.573343  0.087
H -4.840022 7.619926 11.049938  0.086
H -1.864482 6.534210 11.402621  0.123
H -2.547972 7.596272 10.181284  0.121
H -1.552868 4.755579 9.465900  0.122
H -0.722734 6.309069 9.283972  0.123
H -3.415429 5.749415 8.175943  0.109
H -1.531781 4.464494 7.126991  0.115
H -0.990572 6.108545 6.675398  0.128
H -3.215711 6.465755 5.542032  0.129
H -3.756762 4.873826 6.018509  0.125
H -3.037263 5.367241 2.756049  0.088
H -4.040864 4.392318 3.773210  0.088
H -2.563298 3.736385 2.980477  0.067
C -0.358482 0.763756 5.195976  -0.127
O 0.132018 1.446334 6.309195  -0.187
C 0.869486 2.614687 6.014584  -0.221
C 1.556920 3.262035 7.186584  -0.197
N 2.953366 2.838467 7.386567  -0.077
C 3.577911 3.531793 8.497001  -0.235
C 4.739374 2.786960 9.122004  -0.245
O 5.174207 3.485973 10.265901  -0.169
C 6.040255 2.715148 11.034063  -0.144
H -1.258056 1.191291 4.733477  0.084
H -0.605043 -0.257761 5.479732  0.089
H 0.410607 0.754246 4.413049  0.070
H 0.104957 3.323142 5.660903  0.110
H 1.574643 2.390079 5.204222  0.127
H 1.038471 3.054128 8.129436  0.123
H 1.673992 4.310508 6.908292  0.124
H 3.001269 1.856011 7.653866  0.108
H 2.853893 3.705279 9.308676  0.120
H 3.969511 4.497134 8.155508  0.125
H 5.537373 2.585828 8.399591  0.130
H 4.363541 1.796865 9.426544  0.123
H 5.549092 1.880885 11.560507  0.088
H 6.490645 3.316943 11.823680  0.087
H 6.853393 2.215104 10.491665  0.088
C -3.963358 1.005614 -2.908546  -0.061
C -3.225902 0.870558 -1.597005  -0.507
C -4.227385 0.438754 -0.506254  -0.044
O -2.153422 -0.030657 -1.674900  -0.080
H -3.314947 1.301945 -3.737773  0.066
H -4.832055 1.665332 -2.931403  0.079
H -4.386066 0.028556 -3.175875  0.083
H -2.723946 1.815007 -1.332514  0.135
H -3.873237 0.623647 0.507202  0.067
H -4.361306 -0.641195 -0.616289  0.079
H -5.212405 0.882088 -0.639839  0.073
H -1.609107 0.011893 -2.496020  0.054

Atoms 1-2, force components in eV/Å:
1.20 0.13 -0.39
-0.76 0.37 -0.20

Summary:
- total energy (eV) = -77580.332
- E_HOMO (eV) = -8.4
- energy above the lowest of the compared OMol25 structures with the same formula, charge and spin (kcal/mol) = 37.4
- SMILES = COCCNCCOC.COCCNCCOC.COCCNCCOC.COCCNCCOC.COCCNCCOC.COCCNCCOC.CC(C)O



Computed, not measured: a molecular structure, C41H48LiN5P2S, with ωB97M-V/def2-TZVPD.

Last column: Löwdin charge in e.
Atoms and positions in Å:
Li 0.452709 -0.525073 0.213145  0.403
C -0.489402 -0.811974 3.588034  -0.280
P -0.112817 -2.300445 2.567121  1.066
C -0.504202 -3.641273 3.750911  -0.354
C 0.437728 -4.492592 4.322445  -0.081
C 0.038585 -5.522516 5.168404  -0.088
C -1.303870 -5.712888 5.456454  -0.097
C -2.253472 -4.873833 4.885279  -0.089
C -1.856842 -3.855147 4.033082  -0.110
C 1.716504 -2.363143 2.494593  -0.405
C 2.255653 -3.075962 1.419204  -0.114
C 3.632159 -3.190680 1.261845  -0.084
C 4.487157 -2.584324 2.172319  -0.094
C 3.962654 -1.871369 3.244121  -0.087
C 2.586554 -1.765597 3.406337  -0.103
C -0.577909 0.448730 2.764632  -0.427
C -0.462813 1.746427 3.231756  -0.088
C -0.712997 2.597477 2.124355  -0.078
C -0.962028 1.770811 1.046008  -0.428
C -1.428327 2.147711 -0.332519  -0.277
P -0.640080 1.056054 -1.612368  1.044
C 0.436065 2.218957 -2.542309  -0.362
C 1.724044 2.422089 -2.047215  -0.108
C 2.610960 3.281536 -2.680911  -0.101
C 2.229917 3.935452 -3.845486  -0.098
C 0.959071 3.724528 -4.362861  -0.084
C 0.068161 2.876785 -3.715216  -0.079
C -1.982880 0.758298 -2.815622  -0.386
C -3.047125 1.635679 -3.030930  -0.110
C -4.035661 1.335072 -3.957163  -0.087
C -3.971402 0.151730 -4.683117  -0.091
C -2.917930 -0.726906 -4.478920  -0.077
C -1.931316 -0.428391 -3.546594  -0.115
N -0.864305 0.448447 1.414004  -0.093
H 0.218291 -0.686729 4.408918  0.073
H -1.451335 -1.033787 4.061287  0.079
H 1.491288 -4.357313 4.111374  0.097
H 0.785197 -6.175006 5.605159  0.101
H -1.612155 -6.514371 6.116392  0.099
H -3.306379 -5.020371 5.095096  0.101
H -2.609967 -3.224457 3.568989  0.093
H 1.582811 -3.528176 0.696371  0.072
H 4.033706 -3.752279 0.426811  0.103
H 5.560075 -2.668836 2.051158  0.102
H 4.626719 -1.399603 3.958061  0.105
H 2.196590 -1.204271 4.246231  0.102
H -0.235590 2.041157 4.247139  0.092
H -0.724245 3.678242 2.116947  0.090
H -1.248329 3.202918 -0.535754  0.089
H -2.508732 1.987512 -0.402544  0.074
H 2.038320 1.870212 -1.171723  0.063
H 3.604231 3.427863 -2.273548  0.102
H 2.920526 4.599147 -4.351080  0.102
H 0.654789 4.223326 -5.275647  0.102
H -0.915485 2.719181 -4.140594  0.096
H -3.102050 2.566403 -2.477985  0.103
H -4.855426 2.025441 -4.113283  0.101
H -4.745814 -0.085422 -5.402211  0.100
H -2.867599 -1.655880 -5.032922  0.104
H -1.125737 -1.129954 -3.362839  0.057
C 5.344258 1.209659 -4.282185  -0.065
C 4.935396 -0.257668 -4.359680  -0.218
N 4.198120 -0.739410 -3.199523  -0.092
C 4.964117 -1.175180 -2.045708  -0.211
C 5.092521 -0.117516 -0.952857  -0.061
C 2.821492 -0.715415 -3.129574  -0.438
C 2.083472 -0.232391 -4.351850  -0.013
N 2.113897 -1.067223 -2.117395  0.128
H 5.767139 1.540045 -5.233447  0.077
H 6.095652 1.373133 -3.507199  0.066
H 4.478974 1.835120 -4.055286  0.048
H 5.823998 -0.883998 -4.465790  0.114
H 4.340849 -0.427537 -5.253677  0.101
H 5.952470 -1.472555 -2.399702  0.117
H 4.503379 -2.077799 -1.635585  0.103
H 5.664774 0.742775 -1.303001  0.064
H 5.592044 -0.529230 -0.072833  0.070
H 4.104004 0.231150 -0.649335  0.041
H 2.238038 -0.902991 -5.199850  0.087
H 2.398175 0.771645 -4.647189  0.077
H 1.024136 -0.209118 -4.111675  0.058
H 2.671518 -1.385497 -1.327140  0.014
S -0.728173 -2.655019 -0.962023  0.573
C -2.227932 -2.609346 -0.197993  -0.789
N -2.609956 -1.534036 0.538214  0.035
C -3.804120 -1.411389 1.160098  -0.086
C -4.738641 -2.396548 1.089057  -0.078
C -4.396974 -3.555764 0.358939  -0.065
C -3.183594 -3.662347 -0.259016  -0.092
H -1.915822 -0.766246 0.731890  0.056
H -3.928893 -0.488323 1.711968  0.132
H -5.692889 -2.287605 1.582758  0.101
H -5.101855 -4.376624 0.292845  0.108
H -2.910312 -4.549256 -0.812342  0.100
N 2.138336 0.531562 1.070700  0.046
H 1.510645 0.853195 1.814491  0.015
H 2.586415 1.371260 0.723224  0.024
H 2.854594 -0.024925 1.527555  0.012

Atoms 1-2, force components in eV/Å:
0.07 -0.10 -0.58
0.03 0.04 -0.08

Summary:
- total energy (eV) = -80367.450
- E_HOMO (eV) = -6.9
- energy above the lowest of the compared OMol25 structures with the same formula, charge and spin (kcal/mol) = 4.4



Computed, not measured: a gas-phase ion, C5H13ClN3 (charge +1) at a distorted geometry, with ωB97M-V/def2-TZVPD.

Last column: natural (NBO) charge in e.
Atoms and positions in Å:
H 2.385900 1.219073 0.806651  0.330
N 2.617405 0.564793 0.157209  -0.571
C 1.725487 0.387399 -0.737383  0.244
C 2.047340 -0.656730 -1.729666  -0.663
C 0.480019 1.211348 -1.009343  -0.289
Cl 0.469514 2.809824 -0.288977  0.027
C -0.808321 0.241735 -0.258095  0.121
N -2.079002 0.961909 -0.320975  -0.845
N -0.344963 0.036058 1.122508  -0.557
C -1.121750 -0.860187 2.152367  -0.389
H 2.250612 -0.109866 -2.685898  0.244
H 1.286573 -1.317462 -1.722275  0.209
H 2.944734 -1.120353 -1.461914  0.259
H 0.308280 1.193295 -2.106445  0.262
H -0.806912 -0.648199 -0.844011  0.211
H -2.856211 0.363319 -0.526001  0.394
H -2.077196 1.753890 -0.837413  0.393
H -0.522912 0.909317 1.607691  0.451
H 0.664874 -0.241786 1.047756  0.461
H -0.775321 -1.781553 1.897008  0.219
H -0.631191 -0.654077 3.057085  0.229
H -2.206452 -0.682958 2.243712  0.259

Atoms 1-2, force components in eV/Å:
-0.65 3.09 2.26
-0.35 -2.61 -1.68

Summary:
- total energy (eV) = -22380.247
- E_HOMO (eV) = -14.0
- energy above the lowest of the compared OMol25 structures with the same formula, charge and spin (kcal/mol) = 44.5
- SMILES = [H]/N=C(/C)[C@H](Cl)[C@H](N)[NH2+]C
- total charge = +1



Computed, not measured: C5H3N3 in the gas phase at a distorted geometry, with ωB97M-V/def2-TZVPD.

Last column: natural (NBO) charge in e.
Atoms and positions in Å:
C -2.700213 0.082336 -0.015571  -0.166
C -1.491010 0.101246 -0.072130  -0.080
C -0.151801 0.029833 -0.126946  -0.157
C 0.518808 -1.202421 0.149741  0.044
N 1.922335 -1.089514 -0.132095  -0.201
N 2.623754 -0.066037 -0.134633  0.015
N 2.004581 1.133133 0.098984  -0.246
C 0.668011 1.234143 -0.034648  0.052
H -3.810735 -0.287742 -0.207139  0.275
H 0.117326 -2.181679 0.361221  0.234
H 0.298941 2.246703 0.113221  0.229

Atoms 1-2, force components in eV/Å:
-2.32 -1.57 -1.01
-4.81 0.13 -0.11

Summary:
- total energy (eV) = -9698.442
- E_HOMO (eV) = -9.4
- energy above the lowest of the compared OMol25 structures with the same formula, charge and spin (kcal/mol) = 101.0
- SMILES = C#Cc1cnnnc1



Computed, not measured: a gas-phase ion, C3H5N2 (charge +1) at a distorted geometry, with ωB97M-V/def2-TZVPD.

Last column: natural (NBO) charge in e.
Atoms and positions in Å:
C -1.586015 -0.584629 0.168961  -0.288
C -0.781292 0.335422 -0.360841  -0.104
N 0.354702 0.831433 0.403744  -0.580
C 1.366973 0.231895 0.146599  0.757
N 2.304661 -0.301348 -0.302680  -0.490
H -2.395934 -0.949020 -0.483836  0.245
H -1.609837 -0.949623 1.221362  0.241
H -0.947370 0.701186 -1.347060  0.242
H 0.379704 1.843973 0.721485  0.482
H 2.914411 -1.159290 -0.167736  0.496

Atoms 1-2, force components in eV/Å:
-0.55 0.21 0.07
-1.64 -1.38 1.18

Summary:
- total energy (eV) = -6162.781
- E_HOMO (eV) = -15.6
- energy above the lowest of the compared OMol25 structures with the same formula, charge and spin (kcal/mol) = 71.7
- SMILES = C=CNC#[NH+]
- total charge = +1